[1]
Below is an isolated ion of composition C6H11N6 and charge +1 in a non-equilibrium geometry, with properties calculated with wB97M-V/def2-TZVPD.

Each atom is followed by the atoms it is bonded to, with distances in Å.
Element x y z (Å)
1 C 1.65211 -0.96671 0.05306  C2 1.447, N20 1.333, N22 1.337
2 C 1.98499 0.44125 0.04340  C1 1.447, N15 1.364, C19 1.380
3 H -1.54171 2.47303 -0.50097  C14 1.088
4 H 4.01304 0.26223 0.28179  N15 1.006
5 C -2.67377 0.62564 -0.13475  H8 1.093, N10 1.456, H13 1.103, C14 1.533
6 N -2.81066 -1.74527 -0.15696  N10 1.351, H12 1.012, H21 1.019
7 N -0.34142 0.85610 0.10685  C9 1.325, C14 1.452, C19 1.354
8 H -3.60647 0.88538 0.37201  C5 1.093
9 C -0.53494 -0.45404 0.14813  N7 1.325, N10 1.709, N22 1.292
10 N -2.21640 -0.65695 0.38023  C5 1.456, N6 1.351, C9 1.709
11 H 3.54270 -1.73630 -0.20039  N20 1.005
12 H -2.60075 -2.58322 0.36990  N6 1.012
13 H -2.86830 0.57810 -1.21922  C5 1.103
14 C -1.56501 1.63258 0.19009  H3 1.088, C5 1.533, N7 1.452, H16 1.092
15 N 3.27916 0.85967 -0.05860  C2 1.364, H4 1.006, H18 1.007
16 H -1.67258 2.00989 1.20917  C14 1.092
17 H 2.25852 -2.87985 0.00308  N20 1.008
18 H 3.45295 1.84650 0.04505  N15 1.007
19 C 0.92672 1.32749 0.06157  C2 1.380, N7 1.354, H23 1.079
20 N 2.57837 -1.92371 0.01022  C1 1.333, H11 1.005, H17 1.008
21 H -2.69867 -1.88228 -1.16030  N6 1.019
22 N 0.37841 -1.36692 0.12203  C1 1.337, C9 1.292
23 H 1.06369 2.39739 0.03461  C19 1.079

## Properties
- Total charge: +1
- Energy: -15334.1439 eV
- Strongest force on any atom: 4.86 eV Å⁻¹

Here are the natural (NBO) charges for atoms 1 to 6, given in e:
1 C 0.4439
2 C 0.0819
3 H 0.2351
4 H 0.3971
5 C -0.2414
6 N -0.6209

***

[2]
Below is a 2-piece molecular cluster, C7H15N overall in a non-equilibrium geometry, with properties calculated with wB97M-V/def2-TZVPD.

Each atom is followed by the atoms it is bonded to, with distances in Å.
Element x y z (Å)
1 H -2.94034 0.16817 -0.72264  N8 1.028
2 C -1.73592 -0.80114 0.57265  C5 1.456, N8 1.423, C12 1.333
3 H -0.01960 -0.34102 1.78400  C12 1.194
4 H -2.88456 -2.07249 1.89585  C5 1.090
5 C -2.53602 -1.04853 1.76336  C2 1.456, H4 1.090, H7 1.205, H17 1.135
6 H 3.08997 1.15573 0.47434  C11 1.096
7 H -2.02097 -0.59160 2.75212  C5 1.205
8 N -2.38232 -0.69418 -0.69041  H1 1.028, C2 1.423, H22 1.136
9 C 0.49256 -0.93463 -0.42024  C12 1.473, H13 1.097, C20 1.514
10 H 1.50945 3.04300 -0.15713  C18 1.102
11 C 2.09474 0.98208 0.04835  H6 1.096, C18 1.507, H19 1.132, C20 1.572
12 C -0.41465 -0.69823 0.71590  C2 1.333, H3 1.194, C9 1.473
13 H 0.30274 -1.89171 -0.92116  C9 1.097
14 H 0.86340 1.98728 -1.39495  C18 1.108
15 H 2.50948 -0.64634 -1.55889  C20 1.186
16 H -1.00681 -0.52124 -2.21593  no bonds
17 H -3.50241 -0.45890 1.68350  C5 1.135
18 C 1.77492 2.18728 -0.79850  H10 1.102, C11 1.507, H14 1.108, H21 1.194
19 H 1.30081 0.92354 0.85317  C11 1.132
20 C 1.92697 -0.46552 -0.54209  C9 1.514, C11 1.572, H15 1.186, H23 1.173
21 H 2.65136 2.51001 -1.54279  C18 1.194
22 H -1.63421 -0.46165 -1.51263  N8 1.136
23 H 2.56141 -1.32992 -0.06585  C20 1.173

## Properties
- Energy: -8985.7666 eV
- Strongest force on any atom: 4.73 eV Å⁻¹

Here are the natural (NBO) charges for atoms 1 to 6, given in e:
1 H 0.3609
2 C 0.2478
3 H 0.2426
4 H 0.2470
5 C -0.6451
6 H 0.2093

***

Across the entries above, energy above the lowest of the compared OMol25 structures with the same formula, charge and spin takes the values 0.00 648.69 kJ/mol, respectively.
Across the entries above, highest occupied orbital energy takes the values -12.226 -7.327 eV, respectively.
Across the entries above, lowest unoccupied orbital energy takes the values -3.56 -0.67 eV, respectively.